Here is a structure of composition C45H24AsI4N5S5Ta from OMol25. Energies are from wB97M-V/def2-TZVPD.

```
85
Properties=species:S:1:pos:R:3:forces:R:3
Ta -0.0201 0.6667 -0.7988 -0.60 -0.38 0.40
I 6.0045 -2.3945 -7.2470 -0.01 0.00 0.01
C 4.8579 -2.0788 -5.5312 -0.02 0.01 0.04
C 5.4723 -1.7284 -4.3408 0.05 0.03 0.02
C 4.7107 -1.5265 -3.2009 -0.06 -0.07 0.02
C 3.3210 -1.7074 -3.1960 0.08 0.05 -0.06
C 2.7286 -1.9567 -4.4447 0.00 0.01 0.07
C 3.4778 -2.1632 -5.5908 -0.01 0.00 -0.04
C 2.4374 -1.4839 -2.0259 -0.09 -0.02 0.01
C 2.8209 -0.8277 -0.8372 0.04 0.04 0.10
C 4.1063 -0.9350 -0.1980 0.01 0.06 -0.07
C 4.0360 -0.2366 0.9551 -0.01 -0.05 0.06
C 2.7144 0.3177 1.0334 -0.02 0.01 0.00
C 2.3145 1.1671 2.0439 0.00 0.01 0.00
C 3.3374 1.6228 3.0316 0.00 0.03 -0.06
C 3.2757 1.2101 4.3594 0.02 -0.03 -0.02
C 4.2235 1.6351 5.2806 -0.02 -0.02 0.03
C 5.2333 2.4907 4.8677 -0.03 -0.02 -0.03
I 6.6630 3.1383 6.2500 -0.01 0.00 -0.01
C 5.3035 2.9257 3.5533 -0.01 0.02 -0.03
C 4.3543 2.4898 2.6384 -0.01 -0.04 0.02
C 1.0137 1.6601 2.1986 0.12 0.00 -0.02
N -0.0623 1.2586 1.4714 -0.07 0.06 -0.06
C -1.1167 1.9913 1.9566 0.03 -0.02 -0.01
C -2.4420 1.7134 1.6524 -0.09 0.06 0.02
C -3.5354 2.5710 2.1863 0.02 -0.01 -0.02
C -4.3307 3.2921 1.2968 0.02 -0.01 0.05
C -5.3714 4.0851 1.7607 0.00 0.01 -0.03
C -5.6223 4.1522 3.1230 0.03 -0.03 -0.04
I -7.1917 5.3385 3.8294 0.00 0.00 0.00
C -4.8477 3.4376 4.0234 0.03 -0.02 0.03
C -3.8062 2.6501 3.5501 -0.02 0.01 -0.02
C -2.7858 0.5700 0.9475 0.04 0.04 0.04
C -4.0993 0.0018 0.9522 -0.07 -0.05 0.01
C -4.0024 -1.1945 0.3247 -0.05 0.01 0.02
C -2.6418 -1.3168 -0.1109 0.06 -0.07 -0.09
N -1.9038 -0.2412 0.2785 -0.03 -0.06 0.00
C -2.1945 -2.3607 -0.9285 -0.14 0.03 0.08
C -0.9370 -2.4352 -1.4803 0.04 0.05 -0.01
C -0.4775 -3.5501 -2.2635 0.06 -0.08 -0.05
C 0.7910 -3.2765 -2.6339 0.00 -0.02 -0.04
C 1.1361 -2.0079 -2.0414 -0.01 0.00 -0.07
N 0.0745 -1.5042 -1.3518 0.07 -0.12 -0.01
C -3.1689 -3.4402 -1.2685 0.03 0.04 0.00
C -3.7214 -3.5024 -2.5448 -0.02 -0.01 0.01
C -4.6334 -4.4958 -2.8764 0.01 0.02 -0.06
C -4.9936 -5.4348 -1.9219 0.03 0.04 0.02
I -6.3623 -6.9368 -2.4131 0.00 0.01 0.00
C -4.4557 -5.3895 -0.6446 0.01 -0.01 0.02
C -3.5462 -4.3902 -0.3242 -0.02 0.00 -0.02
C -0.6698 2.9287 2.9396 -0.01 0.01 0.05
C 0.6551 2.6945 3.1192 0.01 0.04 0.05
N 1.9667 -0.1072 -0.0554 0.25 -0.02 0.02
H 6.5447 -1.5869 -4.2976 -0.04 -0.01 0.00
H 5.2289 -1.1808 -2.3245 0.01 -0.05 0.03
H 1.6542 -1.9258 -4.5436 -0.05 -0.02 0.05
H 2.9769 -2.3500 -6.5316 0.01 0.00 0.03
H 4.9212 -1.5585 -0.5219 -0.03 0.05 0.02
H 4.7909 -0.1431 1.7205 -0.04 0.00 -0.05
H 2.4797 0.5431 4.6720 0.03 0.03 -0.01
H 4.1740 1.3012 6.3089 -0.01 0.01 -0.03
H 6.0841 3.6067 3.2412 -0.02 -0.01 0.00
H 4.3788 2.8463 1.6149 0.01 0.00 0.03
H -4.1193 3.2318 0.2349 -0.01 0.01 0.03
H -5.9782 4.6463 1.0622 0.02 -0.01 0.02
H -5.0550 3.4869 5.0848 0.01 0.00 -0.04
H -3.2042 2.0777 4.2471 -0.03 0.03 -0.03
H -4.9667 0.4441 1.4194 0.06 -0.03 -0.03
H -4.7821 -1.9216 0.1567 0.06 0.05 0.00
H -1.0481 -4.4460 -2.4588 0.06 0.08 0.01
H 1.4736 -3.9093 -3.1789 -0.03 0.05 0.01
H -3.4371 -2.7578 -3.2809 -0.02 -0.04 0.04
H -5.0602 -4.5318 -3.8709 0.02 0.00 0.04
H -4.7386 -6.1269 0.0949 0.01 0.01 -0.01
H -3.1200 -4.3469 0.6717 -0.02 0.00 -0.03
H -1.2921 3.6484 3.4479 0.03 -0.03 -0.03
H 1.3335 3.1947 3.7943 -0.06 -0.04 -0.06
S 1.1573 0.9483 -2.9050 0.17 0.14 -0.32
As 0.2916 3.0405 -3.3193 0.05 -0.12 0.08
S -1.6113 2.3797 -1.5735 0.01 0.05 0.06
S -1.9830 0.5969 -2.4542 -0.02 0.04 -0.03
S -0.6742 2.7965 -5.1110 -0.04 0.02 -0.12
S 2.6906 4.6953 0.0075 0.06 0.08 0.04
C 1.7369 3.4244 -0.2818 0.01 -0.09 0.00
N 1.0627 2.4903 -0.4789 0.14 0.31 -0.04
```
Forces are in eV/Å.

Properties
orbital gap = 0.191 hartree
E_LUMO = 0.37 eV
HOMO = -4.818 eV
largest force on an atom = 0.82 eV Å⁻¹
net charge = -1
electronic energy = -203482.366 eV
ΔE to the lowest compared entry with this formula, charge and spin = 3.4 kcal per mole

These are the Mulliken partial charges, in e, on atoms 1 to 6:
1. Ta 1.401
2. I 0.052
3. C 0.013
4. C -1.135
5. C -0.361
6. C 0.655

=====

Here is a structure of composition C45H26Cl5F19GaN3OSSb from OMol25. Energies are from wB97M-V/def2-TZVPD.

```
102
Properties=species:S:1:pos:R:3:forces:R:3
Ga -0.0726 0.3795 0.0694 0.14 -0.18 -0.58
C 0.0188 -3.1304 -0.3016 -0.02 0.13 0.03
N -0.8640 -2.0399 0.0944 0.00 -0.21 -0.04
C -1.8993 -1.8641 -0.9138 0.12 0.06 0.05
C -1.2889 -1.2242 -2.1524 0.29 -0.19 -0.12
N -0.1716 -0.3588 -1.7810 -0.19 0.47 0.47
C 0.4590 0.2733 -2.8374 0.20 -0.15 -0.14
C 1.8530 0.1522 -2.9555 -0.19 -0.21 0.07
F 2.4731 -0.7164 -2.1378 -0.18 -0.10 -0.10
C 2.6168 0.7739 -3.9181 0.10 -0.03 0.01
F 3.9447 0.5974 -3.9637 0.00 -0.01 0.03
C 1.9902 1.5343 -4.8847 0.08 0.06 -0.01
F 2.7026 2.1736 -5.8202 0.01 -0.02 -0.03
C 0.6145 1.6030 -4.8803 -0.14 0.04 -0.08
F -0.0056 2.3106 -5.8326 -0.02 -0.01 0.00
C -0.1335 0.9689 -3.8997 -0.08 0.15 0.16
F -1.4594 1.0776 -4.0005 -0.05 -0.01 0.04
C -1.3958 -2.1922 1.4346 0.12 0.15 -0.02
C -1.9417 -0.8687 1.9433 0.06 0.19 0.05
N -0.9337 0.2012 1.8573 0.27 -0.02 -0.16
C -0.9122 1.1329 2.8776 -0.23 0.00 0.09
C 0.2303 1.9074 3.1594 0.27 -0.29 0.05
F 1.3381 1.7406 2.4136 -0.16 0.12 0.11
C 0.3269 2.8375 4.1714 0.10 -0.04 -0.09
F 1.4799 3.4945 4.3531 0.05 0.04 0.00
C -0.7410 3.0861 5.0054 0.02 0.09 0.01
F -0.6636 3.9908 5.9918 0.03 0.00 0.03
C -1.8965 2.3847 4.7681 -0.14 -0.05 0.05
F -2.9786 2.6282 5.5218 0.01 -0.02 -0.01
C -1.9857 1.4581 3.7426 -0.07 -0.06 -0.26
F -3.2242 0.9558 3.5753 0.15 -0.31 -0.10
H -0.5656 -4.0172 -0.5894 0.02 -0.01 0.00
H 0.6294 -2.8130 -1.1513 -0.04 -0.01 0.01
H 0.6800 -3.3972 0.5162 0.07 0.00 0.08
H -2.3695 -2.8262 -1.1662 -0.01 -0.01 -0.04
H -2.6483 -1.1991 -0.5150 -0.15 0.12 0.02
H -0.8996 -2.0136 -2.8149 0.00 0.02 -0.03
H -2.0728 -0.7074 -2.6955 -0.16 0.13 -0.04
H -2.1830 -2.9616 1.4864 -0.02 0.00 0.00
H -0.5727 -2.4973 2.0848 0.01 -0.04 -0.03
H -2.8498 -0.5893 1.4088 -0.04 0.02 0.00
H -2.2065 -1.0530 2.9778 -0.09 0.13 0.29
S 1.7593 -0.9345 1.4278 0.41 -0.16 -0.31
Sb 3.7693 -1.7350 0.6633 -0.06 -0.59 0.84
C 4.9559 -1.7645 -1.0887 -0.14 0.18 -0.05
C 6.1581 -1.0647 -1.0764 -0.07 -0.12 -0.03
C 6.9520 -1.0513 -2.2156 0.00 -0.03 -0.05
C 6.5474 -1.7363 -3.3531 0.03 0.04 0.06
C 5.3539 -2.4463 -3.3550 -0.03 -0.04 0.05
C 4.5503 -2.4597 -2.2241 0.15 0.05 -0.02
C 3.6727 -3.8280 1.0774 -0.01 -0.04 -0.03
C 2.9409 -4.2340 2.1957 0.04 0.01 -0.12
C 2.8239 -5.5820 2.5023 0.01 0.01 -0.02
C 3.4266 -6.5366 1.6904 -0.01 0.03 0.02
C 4.1574 -6.1409 0.5808 0.00 0.05 0.00
C 4.2844 -4.7889 0.2763 0.02 0.03 0.10
C 5.1305 -1.1187 2.1751 0.07 -0.01 0.00
C 5.7963 -2.0758 2.9395 0.09 0.13 -0.09
C 6.5753 -1.6834 4.0224 -0.03 0.00 -0.04
C 6.6936 -0.3385 4.3434 -0.01 -0.01 -0.03
C 6.0303 0.6171 3.5845 0.02 -0.02 -0.01
C 5.2449 0.2308 2.5072 -0.05 -0.06 0.04
H 6.4769 -0.5306 -0.1884 -0.02 0.02 -0.02
H 7.8805 -0.4942 -2.2145 -0.01 -0.01 -0.01
H 7.1597 -1.7096 -4.2457 0.00 -0.01 0.02
H 5.0372 -2.9779 -4.2439 0.01 0.02 0.02
H 3.6060 -2.9897 -2.2410 0.01 0.01 0.00
H 2.4541 -3.4893 2.8161 -0.03 -0.01 -0.01
H 2.2524 -5.8882 3.3701 0.02 0.00 -0.02
H 3.3245 -7.5896 1.9233 0.00 0.02 0.00
H 4.6301 -6.8827 -0.0518 -0.01 0.02 0.01
H 4.8721 -4.4913 -0.5834 -0.01 -0.01 -0.01
H 5.7109 -3.1284 2.6982 -0.03 -0.01 0.01
H 7.0804 -2.4333 4.6195 0.00 0.02 -0.02
H 7.2965 -0.0343 5.1903 -0.01 -0.01 -0.01
H 6.1089 1.6670 3.8396 0.00 -0.03 -0.01
H 4.7025 0.9825 1.9468 -0.01 -0.02 0.01
Cl -1.0185 3.3097 0.7453 0.16 0.06 -0.38
C 0.4196 3.3271 -0.2044 0.16 0.00 0.06
C 1.1572 2.1312 -0.3444 -0.52 0.29 0.63
C 2.4807 2.3697 -0.7114 0.04 -0.06 -0.22
Cl 3.7395 1.1474 -0.5942 -0.10 0.39 -0.06
C 2.9542 3.6081 -1.1768 0.07 -0.08 -0.04
Cl 4.5808 3.8060 -1.7392 -0.08 -0.07 0.04
C 2.1080 4.7040 -1.2081 0.02 0.00 0.01
Cl 2.6380 6.2163 -1.8388 0.01 -0.01 0.00
C 0.8401 4.5741 -0.6593 -0.10 -0.01 -0.03
Cl -0.1784 5.9600 -0.5281 0.04 -0.06 -0.01
F -5.3789 2.9287 0.3844 -0.01 -0.03 0.00
C -4.3650 2.0587 0.5581 0.15 -0.06 -0.12
F -4.8827 0.9746 1.1621 -0.04 0.02 -0.02
F -3.5146 2.6112 1.4343 -0.25 0.05 -0.03
C -3.6131 1.6366 -0.7688 0.00 -0.06 0.12
O -2.5264 0.9319 -0.4858 -0.38 0.40 -0.30
C -3.3384 2.9690 -1.6242 0.01 -0.12 0.14
F -2.1245 2.9192 -2.1709 0.02 0.03 0.03
F -3.3953 4.0908 -0.8793 0.03 -0.05 -0.05
F -4.2146 3.1591 -2.6341 0.00 0.02 0.07
C -4.6533 0.7779 -1.6059 0.26 0.09 0.11
F -5.8786 1.3270 -1.7101 0.00 -0.01 0.00
F -4.2028 0.5664 -2.8536 0.04 -0.05 0.00
F -4.8262 -0.4324 -1.0530 0.04 -0.08 -0.01
```
Forces are in eV/Å.

Properties
orbital gap = 0.255 hartree
E_LUMO = 1.72 eV
HOMO = -5.216 eV
largest force on an atom = 1.02 eV Å⁻¹
net charge = -1
electronic energy = -237599.066 eV
ΔE to the lowest compared entry with this formula, charge and spin = 35.5 kcal per mole

These are the Mulliken partial charges, in e, on atoms 1 to 6:
1. Ga -0.357
2. C -1.321
3. N 1.436
4. C -0.886
5. C -1.327
6. N 1.664